Record 1
This record from the OMol25 dataset describes 2 unconnected molecules or ions with the total composition C10H22P. The level of theory is wB97M-V/def2-TZVPD.

## Properties
energy relative to the best compared isomer or geometry (same formula, charge and spin): 4.3413 eV
HOMO level (alpha / beta): -12.36 / -11.21 eV
HOMO-LUMO gap (alpha / beta): 9.2 / 6.9 eV
LUMO energy (alpha / beta): -0.1163 / -0.1603 Eh
calculated total energy: -735.1041 Ha

Structure (ORCA input):
```
! wB97M-V def2-TZVPD RIJCOSX def2/J DEFGRID3
* xyz 1 1
P -0.6886 0.3287 0.1798
C -2.1855 0.9919 0.9985
C -1.4309 -1.7688 -1.8804
C -1.1884 -1.3582 -0.3838
C 3.5025 0.5046 0.2570
C -3.4512 0.7102 0.2761
C -0.3923 1.4418 -1.1531
C 2.5386 -1.6403 -0.8233
C 1.0841 1.0184 2.4172
C 2.3953 -0.3524 -0.1105
C 0.8323 0.0951 1.3018
H -0.6565 -1.4864 -2.5700
H -1.3723 1.9774 -1.3970
H 0.2361 0.9515 3.1479
H 4.5548 0.2497 -0.1021
H -3.2973 0.8356 -0.7349
H -1.9773 -1.7156 0.2244
H 1.8257 0.5228 3.0962
H 0.0133 1.0785 -2.0921
H 3.5105 0.6248 1.3730
H -2.4476 -1.5728 -2.3262
H -1.2909 -2.8196 -1.9425
H 0.3686 2.1350 -0.9185
H 1.6881 -1.9194 -1.5423
H -0.3978 -2.0086 -0.2186
H -4.1746 1.3540 0.7679
H 1.1843 2.0437 2.1242
H 3.5261 -1.7085 -1.2323
H -2.1867 0.6979 2.0237
H 2.5889 -2.4288 0.0600
H -3.9085 -0.2810 0.4302
H 3.2373 1.4490 -0.1304
H -2.0398 2.0499 0.8799
*
```

---

Record 2
This record from the OMol25 dataset describes a gas-phase ion, C10H23BIS (charge -1). The level of theory is wB97M-V/def2-TZVPD.

## Properties
energy relative to the best compared isomer or geometry (same formula, charge and spin): 0.0000 eV
HOMO level: -4.26 eV
HOMO-LUMO gap: 7.1 eV
LUMO energy: 0.1062 Eh
calculated total energy: -1115.6373 Ha

Structure (ORCA input):
```
! wB97M-V def2-TZVPD RIJCOSX def2/J DEFGRID3
* xyz -1 1
I 4.5184 -1.0028 1.7869
S 1.5420 -0.1219 3.9719
C -4.5831 -0.6730 -1.7392
C -2.1939 -1.5847 -2.2527
C -3.1863 -0.4045 -2.3310
C -0.9853 -1.2923 -1.3618
C 2.9575 2.8721 0.2939
C -0.5070 -0.0656 0.8426
C -1.3563 -1.1128 0.1178
C 0.9465 -0.4798 1.0790
C 3.5317 1.4542 0.3714
C 3.2863 0.8078 1.7361
B 1.7320 0.4908 2.1253
H 1.1875 1.5886 2.2149
H -4.7090 -1.7263 -1.4819
H -0.9682 0.1924 1.8014
H 3.5985 3.5891 0.8139
H 2.8661 3.2047 -0.7438
H -0.2465 -2.0894 -1.4767
H 2.1231 -1.3266 3.8395
H 1.4732 -0.5282 0.1146
H 3.7575 1.4179 2.5105
H -5.3816 -0.4137 -2.4367
H 3.0861 0.8327 -0.4090
H -0.5161 0.8578 0.2463
H -2.4205 -0.8598 0.2060
H -2.7108 -2.4673 -1.8593
H -0.4951 -0.3789 -1.7193
H -3.2932 -0.0886 -3.3710
H -4.7554 -0.1058 -0.8233
H -2.7397 0.4463 -1.8109
H 4.6045 1.4924 0.1581
H -1.2323 -2.0703 0.6358
H -1.8549 -1.8612 -3.2553
H 1.9691 2.9186 0.7499
H 0.9552 -1.5121 1.4558
*
```

---

Record 3
This record from the OMol25 dataset describes a molecular structure, C10H23Cl2FInN3O3. The level of theory is wB97M-V/def2-TZVPD.

## Properties
energy relative to the best compared isomer or geometry (same formula, charge and spin): 0.0000 eV
HOMO level: -15.37 eV
HOMO-LUMO gap: 2.6 eV
LUMO energy: -0.4694 Eh
calculated total energy: -1994.4744 Ha

Structure (ORCA input):
```
! wB97M-V def2-TZVPD RIJCOSX def2/J DEFGRID3
* xyz 2 1
In 1.6514 -2.9160 -1.2460
Cl 1.7801 2.0712 4.0972
Cl 3.1181 -0.5324 4.2889
F 0.8300 -1.0125 0.7953
O -0.8379 -1.3854 -1.4598
O 2.0085 -0.0434 -2.1664
O -0.3595 -3.8944 0.2497
N -1.2661 -2.1282 1.2464
N 2.1011 1.4433 -0.5177
N -0.9774 0.6079 -0.4607
C 2.1652 0.5338 3.3264
C -1.3655 -3.4016 0.7641
C 2.0474 2.8363 -0.0031
C 2.9208 2.0763 -2.7465
C -2.2909 -1.4295 1.8927
C 2.2810 1.1020 -1.8050
C -2.6460 -4.1876 0.8422
C -1.2124 -0.1748 -1.5072
C -1.8679 0.3521 -2.7458
C -1.3571 1.9976 -0.2932
H -1.3142 1.1995 -3.1544
H -0.2700 0.2044 0.1880
H -1.8497 2.3891 -1.1769
H 3.3989 2.8727 -2.1803
H -1.9424 -0.4421 -3.4796
H -2.1634 -0.3497 1.8054
H 1.7210 0.7011 0.0724
H 2.1800 2.4757 -3.4373
H 1.6598 3.5623 -0.7086
H -0.4825 2.5888 -0.0280
H -2.0787 2.0895 0.5233
H -3.4773 -3.6763 0.3511
H 3.0689 3.1312 0.2668
H -2.5008 -5.1437 0.3463
H -2.9565 -4.4387 1.8600
H -0.2800 -1.6986 1.1813
H 1.5041 2.8195 0.9359
H -2.2955 -1.6765 2.9694
H 1.1890 0.1054 3.0856
H 3.7079 1.5804 -3.3083
H -2.8779 0.7218 -2.5454
H 2.6279 0.7228 2.3602
H -3.2915 -1.6529 1.5214
*
```

---

Record 4
This record from the OMol25 dataset describes 3 unconnected molecules or ions with the total composition C10H23FIN3O5P. The level of theory is wB97M-V/def2-TZVPD.

## Properties
HOMO level: -11.32 eV
HOMO-LUMO gap: 6.9 eV
LUMO energy: -0.1632 Eh
calculated total energy: -1673.7710 Ha

Structure (ORCA input):
```
! wB97M-V def2-TZVPD RIJCOSX def2/J DEFGRID3
* xyz 1 1
I -2.4385 -2.5175 -3.1017
P -3.3528 -1.6760 -1.0039
F -1.3350 2.5480 1.1555
O 1.5218 5.4994 -1.4084
O -3.0647 -2.7858 0.2314
O 0.2698 7.0877 0.7221
O 0.1032 -4.8245 0.7960
O 0.8949 -7.6493 0.5619
N -2.3028 -0.2775 -0.5241
N -1.4840 1.4721 0.3918
N -1.0638 -0.1973 -1.0743
C 2.7704 6.0825 -1.0504
C -2.6164 0.6880 0.3449
C 0.8746 -6.9163 1.7794
C 0.1920 8.1759 -0.1889
C -0.6391 -4.9783 -0.4024
C 0.8340 4.9559 -0.2954
C -0.2656 5.8888 0.1899
C 1.9402 -7.2376 -0.3083
C -0.1940 -5.8363 1.7582
C -0.5614 0.8994 -0.4897
H -0.8351 8.5502 -0.2373
H -0.8124 5.3950 1.0012
H -0.9778 6.1035 -0.6141
H -0.6324 -6.0101 -0.7610
H 3.1053 6.6971 -1.8855
H -0.2193 -5.3490 2.7372
H 0.6383 -7.6260 2.5772
H -2.1379 -2.6643 0.5349
H 3.5091 5.2963 -0.8719
H 1.8590 -6.4872 1.9914
H 1.5313 4.7199 0.5157
H 2.6834 6.7150 -0.1648
H -3.5837 0.7793 0.8751
H 2.8950 -7.6362 0.0446
H 0.8370 8.9735 0.1798
H 1.7334 -7.6448 -1.2983
H 0.5261 7.8952 -1.1904
H -1.1820 -6.2697 1.5723
H -0.1859 -4.3443 -1.1676
H 0.4615 1.2925 -0.6623
H 0.3749 4.0166 -0.6305
H -1.6715 -4.6547 -0.2450
H 2.0008 -6.1492 -0.3844
*
```

---

Record 5
This record from the OMol25 dataset describes a molecular structure, C10H23IMnN14O. The level of theory is wB97M-V/def2-TZVPD.

## Properties
energy relative to the best compared isomer or geometry (same formula, charge and spin): 0.9719 eV
HOMO level (alpha / beta): -7.74 / -7.57 eV
HOMO-LUMO gap (alpha / beta): 7.6 / 7.5 eV
LUMO energy (alpha / beta): -0.0040 / -0.0039 Eh
calculated total energy: -2685.3877 Ha

Structure (ORCA input):
```
! wB97M-V def2-TZVPD RIJCOSX def2/J DEFGRID3
* xyz 0 2
I -0.1017 -5.6019 0.4326
Mn -0.6183 -0.0646 -0.1561
O -0.6868 -2.1506 0.0856
N -0.0536 1.9835 -0.0832
N -1.7994 0.0497 1.6541
N -2.5357 -0.4311 -1.0029
N 0.9582 0.9266 -2.6282
N 1.7396 -0.7854 -0.5769
N -2.2216 -0.2011 -3.3778
N -0.3088 0.8142 -4.3659
N -3.4668 -1.1090 -0.2820
N 0.9634 0.1713 1.8693
N -0.1995 0.3334 -2.2067
N 0.8670 1.2121 -3.8744
N -3.9754 -1.4311 -2.3516
N -0.7173 -2.8355 -2.0601
N -4.2767 -1.7093 -1.0720
C -0.9440 0.3015 -3.3198
C -1.1576 -0.5720 2.8187
C -0.9700 -3.0006 -0.7600
C 0.6103 2.4907 1.1285
C -2.8963 -0.6692 -2.2690
C -1.6010 -4.2955 -0.3344
C 2.5827 -1.1826 0.5500
C 1.6197 1.4592 1.6488
C 1.8328 -1.0028 1.8674
C 0.1347 0.1764 3.0780
H -2.6736 -0.2528 -4.2737
H 2.8632 -2.2341 0.4619
H 0.6832 -0.2291 3.9386
H 2.5503 -0.9758 2.7038
H -1.7928 -0.5640 3.7125
H 2.0865 0.0485 -1.0392
H 1.1325 3.4334 0.9350
H -1.1376 -3.4497 -2.7369
H 3.5222 -0.6198 0.5555
H 0.5913 2.0306 -0.8739
H -2.2946 -4.0895 0.4738
H -2.6150 -0.5022 1.3673
H 2.1079 1.8358 2.5607
H 2.4064 1.3396 0.9023
H -0.9641 -1.6133 2.5591
H -2.1287 0.9811 1.8877
H 1.7540 -1.4922 -1.3022
H -0.1149 1.2078 3.3355
H -0.1511 2.7031 1.8806
H -0.8344 2.5788 -0.3432
H -2.1012 -4.8154 -1.1447
H 1.1824 -1.8646 2.0205
H -0.4307 -1.9129 -2.3708
*
```

---

Record 6
This record from the OMol25 dataset describes 2 unconnected molecules or ions with the total composition C10H23NO. The level of theory is wB97M-V/def2-TZVPD.

## Properties
energy relative to the best compared isomer or geometry (same formula, charge and spin): 0.0000 eV
HOMO level: -8.80 eV
HOMO-LUMO gap: 9.7 eV
LUMO energy: 0.0320 Eh
calculated total energy: -524.7874 Ha

Structure (ORCA input):
```
! wB97M-V def2-TZVPD RIJCOSX def2/J DEFGRID3
* xyz 0 1
O 1.6880 3.4113 0.1689
N -0.9041 -2.5738 -0.0456
C 0.4929 3.5993 0.2517
C 0.4700 -2.2759 -3.5597
C 0.2660 1.8171 2.0402
C 0.0687 -2.6060 -1.1477
C 0.5328 0.5911 1.1461
C -0.4352 -1.9015 -2.3997
C -0.5604 -0.4105 -2.1438
C -0.6398 1.4371 3.2136
C -0.3933 2.9759 1.2914
C -0.4174 -3.2316 1.1412
H -1.1698 -3.1386 1.9312
H 1.0391 -2.1228 -0.8677
H -0.2453 -4.2962 0.9578
H -1.1266 -1.6032 0.1658
H -1.2975 -0.2312 -1.3568
H 0.6595 -0.3263 1.7559
H -0.6129 3.7917 1.9973
H 1.5050 -2.2431 -3.2056
H 0.2976 -3.6580 -1.4154
H -0.2845 0.5596 3.7626
H 0.5116 -2.7762 1.5239
H -1.4309 -2.3373 -2.6460
H 0.4128 -1.6025 -4.4180
H 1.2370 2.1646 2.4347
H 0.2008 -3.2840 -3.9258
H 1.3767 0.7524 0.4871
H -0.6835 2.2486 3.9430
H -0.3225 0.4095 0.4928
H -1.3477 2.7283 0.8096
H -0.9030 0.1321 -3.0480
H -1.6569 1.2308 2.8862
H -0.0243 4.3032 -0.4563
H 0.3837 0.0548 -1.8396
*
```